1.
Computed, not measured: a molecular structure, C21H39BrGeNO5Zr, with ωB97M-V with the def2-TZVPD basis set.

Values from the calculation:
Kohn-Sham gap (spin up / spin down) = 8.12 / 4.16 eV
energy above the lowest of the compared OMol25 structures with the same formula, charge and spin = 80.3 kJ/mol
multiplicity = 2
net charge = +4
expectation value of S² = 0.80
highest occupied orbital energy (spin up / spin down) = -22.0 / -22.0 eV

Cartesian coordinates (Å):
Zr: -0.35548 0.08503 -0.13148
C: 3.22734 -0.26554 2.37934
C: 1.74068 -0.59805 2.48114
C: 1.01350 0.33768 3.46080
C: 1.57894 -2.06645 2.88378
O: 1.15743 -0.43639 1.12016
Ge: 1.88941 -1.65482 -0.38211
O: 1.15364 0.09298 -1.45902
C: 1.85810 0.66697 -2.62097
C: 3.10203 -0.16276 -2.88588
C: 2.25700 2.10655 -2.27356
C: 0.92472 0.66477 -3.82915
O: -0.14874 -1.91149 -0.45404
C: -0.79939 -2.69301 -1.51767
C: -1.72950 -1.73522 -2.26911
C: 0.25140 -3.27957 -2.45017
C: -1.57838 -3.81587 -0.83621
H: 3.70740 -0.40957 3.34572
H: 3.72941 -0.92444 1.66520
H: 3.38545 0.77310 2.07644
H: 1.73089 0.94762 4.01006
H: 0.31422 1.00535 2.95199
H: 0.46086 -0.22916 4.20891
H: 2.01167 -2.22050 3.87103
H: 0.52997 -2.36464 2.92185
H: 2.10651 -2.72362 2.18395
H: 3.81934 -0.07659 -2.06369
H: 2.85471 -1.21993 -3.02688
H: 3.59691 0.17533 -3.79426
H: 2.90757 2.11153 -1.39470
H: 2.80420 2.54242 -3.10729
H: 1.37235 2.72597 -2.09670
H: 0.64329 -0.35504 -4.09775
H: 0.03134 1.26450 -3.65168
H: 1.44070 1.09430 -4.68643
H: -1.18258 -0.82460 -2.56528
H: -2.08670 -2.19783 -3.18898
H: -2.61629 -1.49544 -1.67967
H: 0.81539 -2.49058 -2.96347
H: 0.94331 -3.92987 -1.90700
H: -0.22761 -3.88856 -3.21503
H: -2.27225 -3.40220 -0.10149
H: -2.14140 -4.38802 -1.57245
H: -0.88720 -4.49217 -0.33379
O: -0.05304 6.35445 0.29296
C: 0.03255 5.08460 0.32492
C: 1.01838 4.32411 1.04220
C: 0.94263 2.94963 1.02517
N: -0.01207 2.25865 0.34856
C: -0.88709 2.99496 -0.38508
Br: -2.02638 1.89582 -1.48653
C: -0.94504 4.35386 -0.44151
H: 0.60818 6.88763 0.80302
H: 1.81319 4.81737 1.59518
H: 1.66350 2.35732 1.57414
H: -1.68203 4.89782 -1.02620
C: -3.28668 -1.38256 2.67702
C: -4.41767 -0.90775 1.75337
C: -3.74087 -0.23758 0.55928
O: -2.27750 -0.25997 0.82543
C: -2.10089 -0.53239 2.26772
H: -3.08320 -2.44645 2.55797
H: -3.53371 -1.22797 3.72552
H: -5.06909 -0.20144 2.26601
H: -5.06389 -1.72425 1.43955
H: -4.05900 0.79700 0.43936
H: -3.91889 -0.76947 -0.37143
H: -2.10936 0.41945 2.80205
H: -1.14619 -1.04500 2.38690

Results of the Löwdin charge analysis, in e, for atoms 1 through 5: 1.72 -0.01 -0.61 0.00 -0.01

***

2.
Computed, not measured: 5 unconnected molecules or ions with the total composition C21H39F3N4O7, with ωB97M-V with the def2-TZVPD basis set.

Values from the calculation:
Kohn-Sham gap = 8.61 eV
SMILES = C=C[C@H]1C[C@H](C[C@@H](O)C(F)(F)F)C(=O)O1.CNC(C)=O.CNC(C)=O.CNC(C)=O.CNC(C)=O
highest occupied orbital energy = -8.2 eV

Cartesian coordinates (Å):
C: -0.30861 2.20134 -1.35954
C: -0.16328 2.29260 -2.70801
C: 1.17901 2.50050 -3.36191
C: 2.34788 2.60375 -2.38071
C: 2.66183 1.12226 -2.19790
C: 3.87137 0.73938 -1.34013
C: 3.63903 -0.44038 -0.41236
O: 2.67817 -0.05727 0.55593
C: 3.17737 -1.73609 -1.14604
F: 3.65100 -2.80903 -0.42332
F: 1.83127 -1.86723 -1.15057
F: 3.62924 -1.84329 -2.39814
C: 2.67702 0.77342 -3.68621
O: 3.49184 0.20785 -4.35447
O: 1.52712 1.34741 -4.18588
H: -0.87184 1.41657 -0.86637
H: 0.16290 2.92283 -0.69285
H: -1.06737 2.21594 -3.30508
H: 1.15997 3.32228 -4.08409
H: 3.19508 3.06126 -2.90512
H: 2.22014 3.17953 -1.46926
H: 1.80034 0.56793 -1.82400
H: 4.08404 1.58600 -0.68524
H: 4.75269 0.57166 -1.96240
H: 4.57149 -0.67073 0.11053
H: 2.69391 -0.70954 1.27027
C: -4.15321 -1.65533 -4.58978
N: -3.54617 -0.44788 -4.06294
C: -3.49644 -0.02253 -2.77409
C: -4.14610 -0.89610 -1.72657
O: -2.94175 1.02543 -2.48557
H: -3.39866 -2.26669 -5.08730
H: -4.92502 -1.39969 -5.31763
H: -4.60424 -2.23781 -3.79406
H: -3.09164 0.17687 -4.70993
H: -4.01866 -0.42078 -0.75875
H: -5.21235 -1.01009 -1.92522
H: -3.67816 -1.88097 -1.70011
C: 4.45644 -5.22171 2.26692
N: 3.91212 -3.87803 2.31005
C: 3.57219 -3.12924 3.38087
C: 3.77948 -3.72224 4.75243
O: 3.09689 -2.00662 3.22476
H: 5.42364 -5.21487 1.76268
H: 3.78470 -5.87701 1.71087
H: 4.58572 -5.61958 3.26780
H: 3.74987 -3.40324 1.43840
H: 3.45290 -3.00005 5.49433
H: 3.19551 -4.63563 4.86902
H: 4.83326 -3.94594 4.91995
C: 0.37598 -0.49383 4.79354
N: 0.12725 0.43679 3.70815
C: -0.56166 0.22101 2.55931
C: -1.13554 -1.16019 2.34517
O: -0.70605 1.11121 1.73656
H: -0.04171 -0.09258 5.71948
H: 1.44779 -0.64420 4.92661
H: -0.08425 -1.45358 4.58689
H: 0.50126 1.36909 3.78363
H: -1.65033 -1.17160 1.38894
H: -0.34117 -1.90779 2.32745
H: -1.84730 -1.41027 3.13308
C: -3.34059 2.87465 0.94441
N: -4.05011 4.13053 1.13841
C: -5.20183 4.54620 0.55399
C: -5.85395 3.60318 -0.43087
O: -5.68238 5.63791 0.81837
H: -3.26052 2.34619 1.89456
H: -2.33548 3.07241 0.58010
H: -3.85437 2.24188 0.22918
H: -3.66251 4.80111 1.78223
H: -6.75613 4.07406 -0.80889
H: -5.18602 3.39473 -1.26738
H: -6.12231 2.66387 0.05382

Results of the Löwdin charge analysis, in e, for atoms 1 through 5: 0.02 -0.08 -0.29 -0.08 -0.20

***

3.
Computed, not measured: a molecular structure, C21H39IrN3OSSbSi2Te, with ωB97M-V with the def2-TZVPD basis set.

Values from the calculation:
Kohn-Sham gap (spin up / spin down) = 6.16 / 5.35 eV
energy above the lowest of the compared OMol25 structures with the same formula, charge and spin = 0.0 kJ/mol
multiplicity = 5
net charge = +4
expectation value of S² = 6.04
highest occupied orbital energy (spin up / spin down) = -18.3 / -18.8 eV

Cartesian coordinates (Å):
Ir: -0.56405 1.18036 -1.92493
C: -0.36983 3.67911 -4.91613
Sb: -1.64931 3.07932 -3.35475
C: -3.44825 2.38163 -4.20343
C: -2.05374 4.75671 -2.14602
H: -0.87583 4.50316 -5.42162
H: -0.22325 2.86540 -5.62292
H: 0.58104 4.02816 -4.51891
H: -3.83775 3.19481 -4.81761
H: -4.16812 2.13531 -3.42642
H: -3.25125 1.51636 -4.83313
H: -2.50561 5.50854 -2.79445
H: -1.12854 5.15049 -1.73043
H: -2.75280 4.49088 -1.35644
C: 6.17888 -3.08845 -2.80905
Si: 4.33675 -3.23037 -2.72330
C: 3.72797 -4.95027 -2.35420
C: 3.45355 -2.45141 -4.17500
C: 3.85689 -2.09866 -1.18587
Te: 1.83865 -2.17857 -0.69218
C: 1.88192 -3.75620 0.68120
Si: 2.08205 -3.18802 2.53358
C: 3.63622 -2.16832 2.64731
C: 2.14708 -4.75192 3.51911
C: 0.56411 -2.14334 2.89218
H: 6.54824 -3.64089 -3.67687
H: 6.65637 -3.51432 -1.92496
H: 6.50895 -2.05377 -2.91597
H: 3.88177 -5.58409 -3.23118
H: 2.66155 -4.99985 -2.11718
H: 4.28683 -5.41147 -1.53688
H: 3.81865 -2.88720 -5.10769
H: 3.65010 -1.37771 -4.23710
H: 2.37300 -2.62439 -4.14861
H: 4.11043 -1.06260 -1.41523
H: 4.41051 -2.42711 -0.30331
H: 2.71780 -4.39078 0.37925
H: 0.94798 -4.30829 0.56058
H: 4.52537 -2.76555 2.43273
H: 3.75368 -1.79361 3.66699
H: 3.64066 -1.29776 1.98476
H: 3.01950 -5.35230 3.25505
H: 1.25494 -5.36474 3.38061
H: 2.22797 -4.51786 4.58339
H: 0.47229 -1.30187 2.19577
H: 0.63438 -1.72623 3.89920
H: -0.35029 -2.73860 2.84412
O: 0.91983 0.63111 -4.43479
N: 0.55377 0.65919 -3.36011
S: -3.67094 1.33167 3.90669
C: -2.98040 1.57945 2.26821
C: -3.48490 0.82439 1.21193
C: -2.80487 0.79908 0.00938
N: -1.66118 1.48373 -0.18632
C: -1.19160 2.24788 0.82205
C: -1.81712 2.31554 2.05163
C: -4.60616 2.82217 4.29066
C: -5.99091 2.78779 4.12369
C: -6.75553 3.84821 4.61188
N: -6.06103 4.79161 5.18546
C: -4.78413 4.93691 5.41604
C: -3.99235 3.89150 4.94286
H: -4.37975 0.22821 1.32798
H: -3.17133 0.20113 -0.81701
H: -0.27344 2.79315 0.64057
H: -1.36521 2.90265 2.83913
H: -6.49809 1.95257 3.66078
H: -7.83783 3.92327 4.55602
H: -4.42444 5.80638 5.95836
H: -2.92987 3.91867 5.14086

Results of the Löwdin charge analysis, in e, for atoms 1 through 5: 0.92 -0.24 1.37 -0.24 -0.25

***

4.
Computed, not measured: 3 unconnected molecules or ions with the total composition C21H39N2O6S, with ωB97M-V with the def2-TZVPD basis set.

Values from the calculation:
Kohn-Sham gap = 6.58 eV
energy above the lowest of the compared OMol25 structures with the same formula, charge and spin = 0.0 kJ/mol
net charge = +1
highest occupied orbital energy = -11.1 eV

Cartesian coordinates (Å):
O: -2.33962 -1.64012 2.67063
O: -1.42552 -0.80356 2.06966
C: -0.38229 -1.68204 1.53273
C: 1.10715 -1.11822 1.85915
C: 1.86130 -2.39036 2.46681
C: 1.42758 -3.00611 3.88043
C: 2.48957 -2.41406 4.97121
C: 2.48180 -0.79230 5.02168
S: 4.00062 -0.01876 4.25677
N: 1.93082 -3.25237 1.24439
C: 2.08371 -2.48775 0.14889
C: 2.10874 -0.93755 0.58654
C: 1.67068 0.16016 -0.52885
C: 0.73297 1.25572 -0.00595
C: 0.33274 2.36336 -1.05351
C: 1.01231 2.10683 -2.43761
C: 1.92595 0.92004 -2.78551
N: 2.25075 -0.04749 -1.79929
H: -3.17829 -1.14197 2.82646
H: -0.55956 -1.84888 0.40459
H: -0.58053 -2.71002 2.02376
H: 0.92095 -0.19610 2.49919
H: 2.97268 -2.07966 2.58903
H: 1.55696 -4.15356 3.89359
H: 0.40012 -2.66245 4.23762
H: 2.33470 -2.87720 6.00622
H: 3.53848 -2.69685 4.57058
H: 2.47059 -0.46109 6.12909
H: 1.55095 -0.32505 4.55292
H: 3.57106 0.73570 3.17033
H: 1.85364 -4.28948 1.26044
H: 2.14523 -2.95430 -0.90347
H: 3.12855 -0.54350 0.96583
H: 0.33996 1.32735 1.06729
H: -0.36109 3.23218 -0.82295
H: 0.81192 2.87704 -3.26551
H: 2.36406 0.87490 -3.84782
C: -3.37337 2.87766 0.91478
O: -2.31855 3.81389 1.09381
C: -2.80185 5.13911 1.31969
C: -2.72235 5.51336 2.79537
O: -3.63544 4.74313 3.57515
C: -2.98981 3.69383 4.28253
H: -2.94621 1.87315 0.94528
H: -4.12695 2.96028 1.70160
H: -3.84112 3.02753 -0.06272
H: -3.82305 5.25245 0.94157
H: -2.15584 5.81503 0.75075
H: -3.01471 6.56159 2.90782
H: -1.69920 5.40725 3.17164
H: -2.40779 4.10850 5.11256
H: -2.33671 3.10773 3.63040
H: -3.75852 3.03398 4.68874
C: 1.40968 -2.10566 -4.72155
O: 1.11035 -1.19174 -5.76615
C: 0.99171 -1.83663 -7.03475
C: -0.46950 -2.00832 -7.43360
O: -1.13377 -2.93907 -6.58012
C: -1.95369 -2.29541 -5.61432
H: 1.29155 -1.58526 -3.76950
H: 0.73991 -2.96944 -4.73213
H: 2.44782 -2.44116 -4.80873
H: 1.51286 -2.79964 -7.03412
H: 1.48239 -1.18939 -7.76815
H: -0.51081 -2.42069 -8.44614
H: -0.98896 -1.04421 -7.44159
H: -2.84559 -1.88423 -6.09893
H: -1.41644 -1.49860 -5.09334
H: -2.26571 -3.04154 -4.88120

Results of the Löwdin charge analysis, in e, for atoms 1 through 5: -0.05 -0.19 -0.12 -0.16 -0.27

***

| no. | largest force on an atom (eV/A) |
| --- | --- |
| 1 | 2.76 |
| 2 | 1.77 |
| 3 | 0.34 |
| 4 | 5.81 |